# 1
Entry from the Open Molecules 2025 dataset: a cluster of 17 separate species, H33O17 in total (ωB97M-V/def2-TZVPD).

Calculated total energy, eV: -35345.42333
Net charge: -1
LUMO, Ha: 0.06704
Orbital gap, eV: 8.5
HOMO, eV: -6.67

Structure (XYZ):
```
50
H33O17 (ωB97M-V/def2-TZVPD)
O 1.57 -1.30 0.83
H 1.29 -2.22 0.90
H 2.42 -1.26 0.41
O -4.87 -3.39 -1.71
H -4.03 -3.03 -1.40
H -5.19 -2.76 -2.36
O 1.00 -4.41 -2.69
H 0.63 -3.56 -2.42
H 0.51 -4.61 -3.48
O -3.76 2.41 0.47
H -2.89 1.94 0.30
H -4.40 1.78 0.13
O -0.21 5.98 -2.46
H 0.35 0.31 -2.84
O 0.74 1.52 0.60
H -3.61 -1.06 4.29
H -0.06 1.49 0.05
O 4.13 -3.57 0.96
H -2.20 -2.06 0.18
H 3.90 -3.74 0.05
O -3.38 4.76 -1.03
H -3.18 3.88 -0.66
H -1.03 5.59 -2.14
O -2.09 -1.61 -0.65
H 4.77 -2.87 1.08
H -1.05 0.47 -2.06
O -1.98 1.00 -0.83
H -2.87 0.75 -0.99
H -1.98 -0.59 -0.61
O 0.44 -3.37 3.01
H -0.06 -2.70 3.48
H -0.35 2.74 -2.15
O -0.47 0.79 -2.82
H 5.70 -0.27 1.19
H 2.87 2.89 -1.14
O 0.23 3.38 -1.72
H 0.75 2.81 -1.14
H 0.40 5.25 -2.29
O 3.38 -2.18 3.24
H 3.09 -1.45 2.69
H 3.09 -3.04 2.94
O -3.10 -1.61 4.89
H -2.33 -1.65 4.30
H -3.39 4.75 -1.98
O 3.01 3.83 -1.19
H 1.25 -3.35 3.54
H 2.30 4.11 -1.78
O 4.91 -0.72 1.49
H 5.07 -0.72 2.45
H 0.67 0.68 1.08
```

---

# 2
Entry from the Open Molecules 2025 dataset: a cluster of 17 separate species, H34O17 in total (ωB97M-V/def2-TZVPD).

Calculated total energy, eV: -35359.62769
LUMO, Ha: -0.01436
Orbital gap, eV: 10.1
HOMO, eV: -10.52

Structure (XYZ):
```
51
H34O17 (ωB97M-V/def2-TZVPD)
O 3.29 -0.89 -0.15
H 2.85 -1.54 0.44
H 2.70 -0.94 -0.90
O 1.47 -1.48 -1.95
H 2.02 -2.08 -2.39
H 1.02 -2.04 -1.32
O -0.80 2.32 1.76
H -1.49 2.42 2.38
H -0.39 3.18 1.55
O 1.46 -1.41 1.72
H 0.83 -0.80 2.05
H 1.24 -2.20 2.19
O -1.75 -3.30 1.89
H -1.25 -3.46 1.11
H -1.05 -3.24 2.50
O 2.51 1.40 -2.72
H 1.93 0.79 -2.35
H 2.24 1.62 -3.59
O 0.00 -3.29 -0.42
H -0.16 -3.82 -1.19
H 0.74 -3.76 -0.10
O -0.50 -0.26 -0.03
H -0.19 -1.16 0.15
H 0.21 0.39 0.01
O -0.16 0.83 -2.51
H -0.96 1.18 -2.92
H -0.37 0.39 -1.73
O 0.81 3.62 -1.62
H 0.47 4.08 -0.86
H 0.55 2.70 -1.71
O 2.36 2.66 2.18
H 1.92 2.19 1.47
H 2.53 3.52 1.81
O 1.70 1.28 -0.02
H 2.29 2.04 -0.27
H 2.27 0.51 0.10
O -2.31 1.99 -0.42
H -1.75 2.22 0.32
H -3.13 2.04 0.04
O -2.65 -0.09 1.57
H -2.00 0.16 0.87
H -3.56 0.08 1.26
O -3.18 -1.83 -0.43
H -3.70 -1.17 -0.89
H -2.85 -1.33 0.34
O -1.71 -1.86 -2.66
H -0.92 -1.42 -2.52
H -2.13 -1.75 -1.80
O 0.22 0.39 3.27
H -0.08 1.12 2.73
H -0.56 0.02 3.73
```

---

# 3
Entry from the Open Molecules 2025 dataset: a cluster of 17 separate species, H34O17 in total (ωB97M-V/def2-TZVPD).

Calculated total energy, eV: -35358.13009
LUMO, Ha: -0.01741
Orbital gap, eV: 9.4
HOMO, eV: -9.88

Structure (XYZ):
```
51
H34O17 (ωB97M-V/def2-TZVPD)
O 2.05 1.53 -1.64
H 2.30 2.30 -2.14
H 1.20 1.73 -1.23
O -0.81 0.01 -1.88
H -0.47 0.20 -2.76
H -0.21 0.22 -1.15
O -4.50 0.71 3.12
H -3.98 1.45 2.72
H -4.60 0.13 2.36
O -1.76 3.95 1.30
H -0.93 3.64 1.66
H -2.09 4.64 1.88
O 0.09 3.41 -2.87
H -0.72 2.88 -2.91
H -0.27 4.32 -2.75
O -1.62 -3.46 -4.23
H -2.58 -3.46 -4.26
H -1.30 -3.18 -3.36
O 3.35 -1.62 1.04
H 3.33 -0.90 0.41
H 3.68 -2.37 0.53
O 1.90 -2.78 -0.95
H 1.89 -2.01 -1.58
H 1.64 -3.39 -1.69
O 0.64 -1.72 -4.59
H 0.86 -2.47 -5.16
H -0.30 -1.74 -4.92
O -1.57 -1.57 1.18
H -1.96 -2.28 0.67
H -0.63 -1.73 1.35
O -3.13 4.62 -1.87
H -2.41 4.05 -2.15
H -3.12 4.70 -0.91
O 2.49 -1.19 -3.01
H 1.70 -1.50 -3.52
H 2.43 -0.23 -2.98
O 1.15 -0.02 4.72
H 1.81 -0.12 4.03
H 0.63 -0.81 4.81
O -0.67 1.76 4.71
H 0.08 1.07 5.06
H -0.92 1.39 3.86
O -1.28 -4.63 3.75
H -1.86 -3.86 3.78
H -0.72 -4.36 3.00
O 2.21 1.97 1.16
H 2.74 2.50 0.53
H 2.27 1.22 0.54
O 0.96 -1.07 2.14
H 1.65 -1.66 2.44
H 1.35 -0.28 1.75
```

---

> Among the records above, which one has the highest calculated total energy?

H33O17

---

> calculated total energy of number 3 (H34O17)?

-35358.13009 eV